# 1
{"formula": "C2H3F3OS", "method": "ωB97M-V with the def2-TZVPD basis set", "species": ["C", "C", "O", "F", "F", "F", "S", "H", "H", "H"], "positions_angstrom": [[1.801954, 0.174698, -0.858664], [-1.769603, -0.320721, 0.255703], [1.038659, 1.436810, 1.253497], [-2.407164, -0.042378, 1.354396], [-2.434944, 0.132437, -0.844250], [-1.395191, -1.643165, 0.034841], [0.688793, 0.374524, 0.353822], [2.172049, 1.227587, -0.905149], [1.575882, -0.418285, -1.745256], [0.729563, -0.921504, 1.101060]], "forces_ev_per_angstrom": [[-0.259, 1.371, 0.110], [2.031, 0.385, -2.467], [-0.007, 1.137, 0.836], [-0.359, -0.904, 0.007], [0.457, -0.769, 1.455], [-1.378, 1.638, 0.910], [-0.774, -3.729, 0.691], [0.194, -0.960, -0.740], [0.114, 0.156, 0.304], [-0.018, 1.676, -1.105]], "spin_multiplicity": 1, "orbital_gap_ev": [7.8, 8.3], "de_lowest_kcal_mol": 98.4}

***

# 2
{"formula": "C5H6BrN4O2", "method": "ωB97M-V with the def2-TZVPD basis set", "species": ["C", "C", "C", "C", "C", "N", "N", "N", "N", "O", "O", "Br", "H", "H", "H", "H", "H", "H"], "positions_angstrom": [[-0.252992, 1.818404, -1.122747], [0.709682, -1.618251, -0.985235], [-0.847024, -1.744100, 0.952414], [-0.162403, 0.770285, 0.896167], [1.134461, 0.490479, 0.033242], [0.980660, 1.317845, -1.081441], [-0.378708, -1.904571, -0.361516], [-0.672213, -0.414732, 1.462610], [-1.008947, 1.505523, -0.066354], [1.476463, -1.836744, -1.834134], [-1.413404, -2.603194, 1.544383], [2.816567, 0.638745, 0.927832], [-0.472064, 2.313642, -2.121806], [0.150911, 1.392144, 1.814843], [1.611025, 1.472100, -1.853179], [-0.882122, -2.608978, -0.829114], [-0.822364, -0.313852, 2.395617], [-1.967522, 1.325247, 0.228419]], "forces_ev_per_angstrom": [[0.236, 0.009, -2.398], [3.405, 4.073, 1.047], [0.205, 3.260, 1.909], [3.830, 0.328, 0.262], [-0.531, -2.614, 0.529], [-2.081, 1.443, 0.169], [-1.087, -1.088, -0.788], [-0.442, -2.114, -2.914], [1.041, -1.033, 1.007], [-1.103, -0.441, 0.206], [0.222, -0.039, -0.432], [-0.444, -0.048, -0.169], [-0.648, -0.380, 1.837], [-0.789, -0.370, -1.441], [0.289, -0.192, 0.122], [-1.022, -1.647, -0.582], [-0.818, -0.314, 3.110], [-0.265, 1.167, -1.474]], "spin_multiplicity": 1, "total_charge": 1, "orbital_gap_ev": [7.8, 7.8], "de_lowest_kcal_mol": 74.7}

***

# 3
{"formula": "C3H5N3OS", "method": "ωB97M-V with the def2-TZVPD basis set", "species": ["H", "N", "C", "N", "C", "S", "N", "C", "O", "H", "H", "H", "H"], "positions_angstrom": [[1.621509, -3.113726, -1.495437], [0.934001, -2.447509, -1.069598], [1.470885, -1.315981, -0.912163], [0.803881, -0.212231, -0.380651], [-0.395213, -0.146627, 0.314002], [-1.167506, -1.375064, 1.037138], [-0.845268, 1.182899, 0.293863], [-1.672489, 1.837450, 1.206018], [-2.034376, 1.416597, 2.277627], [2.504799, -1.028903, -1.188471], [1.325009, 0.651431, -0.410020], [-0.626019, 1.715429, -0.516155], [-1.919212, 2.836236, 0.843846]], "forces_ev_per_angstrom": [[-0.775, 0.824, 0.488], [1.010, -0.591, -0.500], [0.167, -0.024, -0.064], [0.066, 0.170, 0.028], [-0.148, -0.270, 0.127], [0.131, 0.237, -0.125], [-0.431, -0.147, 0.714], [0.121, -0.855, 0.866], [0.237, 0.339, -0.855], [-0.434, -0.255, 0.076], [-0.012, -0.090, -0.018], [0.201, 0.348, -0.592], [-0.135, 0.316, -0.146]], "spin_multiplicity": 1, "smiles": "[H]/N=C/NC(=S)NC=O", "orbital_gap_ev": 8.5, "de_lowest_kcal_mol": 25.9}

***

# 4
{"formula": "C25H46As3Cl2S3Zr", "method": "ωB97M-V with the def2-TZVPD basis set", "species": ["Zr", "C", "C", "S", "C", "C", "S", "C", "C", "S", "H", "H", "H", "H", "H", "H", "H", "H", "H", "H", "H", "H", "C", "As", "C", "C", "C", "C", "C", "As", "C", "C", "C", "As", "C", "C", "H", "H", "H", "H", "H", "H", "H", "H", "H", "H", "H", "H", "H", "H", "H", "H", "H", "H", "H", "H", "H", "H", "H", "H", "H", "H", "H", "C", "C", "C", "C", "C", "C", "C", "H", "H", "H", "H", "H", "Cl", "C", "Cl", "H", "H"], "positions_angstrom": [[1.458256, -0.731388, 0.218569], [2.382612, 0.213125, 4.035802], [2.062420, 1.689569, 3.908788], [0.972919, 2.043644, 2.508573], [1.896187, 3.398503, 1.754753], [3.278952, 3.056764, 1.232216], [3.332760, 1.663481, 0.070402], [4.730063, 0.730834, 0.736429], [4.585639, 0.177048, 2.155161], [3.016713, -0.645198, 2.580591], [3.096050, 0.045578, 4.844976], [1.488441, -0.366299, 4.278517], [1.586137, 2.013816, 4.834899], [2.976285, 2.275078, 3.806708], [1.272730, 3.789104, 0.950213], [1.997716, 4.209169, 2.480165], [3.668425, 3.927282, 0.701258], [3.968868, 2.858223, 2.051003], [4.893089, -0.070240, 0.016780], [5.618996, 1.364375, 0.714059], [5.376885, -0.554954, 2.316673], [4.732026, 0.965359, 2.894723], [-3.499423, -1.966700, 0.466981], [-1.628460, -2.073555, -0.026548], [-1.287521, -3.975103, 0.128382], [-1.324666, -1.773329, -1.922779], [-1.924009, -0.570716, -2.677265], [-3.400807, -0.878783, -2.953635], [-1.860696, 0.708656, -1.846728], [-0.238616, 1.327567, -0.902327], [-1.288883, 2.477874, 0.270760], [0.547487, 2.646301, -2.101544], [-1.133171, -0.475152, -3.991921], [-1.686980, 0.516574, -5.645233], [-3.313643, 1.535960, -5.211431], [-0.471112, 2.046998, -5.479521], [-4.097171, -2.576807, -0.209284], [-3.855051, -0.938239, 0.455957], [-3.587711, -2.366158, 1.477718], [-2.215972, -4.530042, -0.006977], [-0.887359, -4.173688, 1.121846], [-0.567086, -4.285456, -0.625887], [-1.663212, -2.695351, -2.405888], [-0.232189, -1.774642, -2.021031], [-3.911308, -1.219239, -2.050996], [-3.499621, -1.663804, -3.706845], [-3.933550, -0.000872, -3.309499], [-2.588741, 0.637791, -1.029803], [-2.175336, 1.563371, -2.453641], [-2.070808, 2.938852, -0.334367], [-0.708248, 3.269827, 0.735106], [-1.733448, 1.859639, 1.049028], [-0.224399, 3.316452, -2.482111], [1.053818, 2.153600, -2.927387], [1.281829, 3.235863, -1.552255], [-1.009303, -1.497995, -4.360092], [-0.118363, -0.121453, -3.783542], [-4.196822, 0.901977, -5.233446], [-3.409871, 2.266931, -6.014928], [-3.264871, 2.073726, -4.265239], [0.561213, 1.700100, -5.513481], [-0.638786, 2.611345, -4.564710], [-0.636661, 2.703963, -6.332842], [-0.454522, -1.104539, 1.044713], [-0.609372, -1.515748, 2.469078], [-1.641626, -0.985698, 3.256925], [-1.769761, -1.310615, 4.596935], [-0.861592, -2.167588, 5.205739], [0.167526, -2.708094, 4.451425], [0.284992, -2.392697, 3.102817], [-2.338344, -0.283106, 2.812241], [-2.579186, -0.884041, 5.175247], [-0.963301, -2.416146, 6.253454], [0.877979, -3.390154, 4.901256], [1.073048, -2.861462, 2.525784], [3.645337, -2.441763, 0.149410], [1.888043, -2.932686, -0.133423], [2.179610, -0.557197, -2.155611], [1.675367, -3.681662, 0.625060], [1.873181, -3.355980, -1.134904]], "forces_ev_per_angstrom": [[-0.086, 0.818, 0.392], [0.012, 0.002, 0.061], [0.100, -0.003, 0.038], [-0.024, -0.058, 0.024], [-0.019, 0.179, 0.061], [0.102, 0.073, -0.048], [0.014, -0.248, 0.018], [0.103, 0.002, 0.024], [0.013, 0.149, 0.147], [-0.071, -0.315, -0.151], [-0.001, 0.012, -0.013], [0.000, 0.045, -0.027], [-0.046, 0.017, -0.036], [-0.026, 0.000, -0.032], [-0.016, -0.088, -0.013], [-0.055, -0.016, -0.008], [0.032, -0.023, 0.019], [-0.015, -0.065, -0.014], [-0.042, 0.026, -0.009], [-0.018, 0.000, -0.044], [-0.010, 0.000, 0.013], [-0.037, -0.011, 0.002], [-0.024, 0.022, -0.020], [0.071, 0.064, 0.114], [-0.140, -0.029, 0.048], [0.093, -0.103, -0.083], [-0.036, -0.021, 0.062], [-0.098, -0.035, 0.014], [-0.078, 0.189, 0.015], [0.101, -0.183, -0.052], [-0.024, 0.078, -0.098], [-0.197, 0.102, -0.016], [0.126, 0.000, -0.050], [-0.060, -0.016, 0.018], [0.025, 0.014, 0.009], [-0.011, -0.012, -0.047], [0.024, 0.010, 0.006], [0.027, -0.005, -0.019], [0.038, 0.033, -0.005], [0.036, -0.006, -0.015], [-0.024, -0.005, 0.001], [0.032, 0.038, 0.008], [0.002, 0.024, 0.025], [-0.029, 0.017, 0.044], [0.022, 0.026, 0.001], [0.032, -0.007, -0.001], [0.027, -0.002, -0.005], [0.024, -0.016, -0.033], [0.014, -0.056, 0.013], [-0.019, -0.002, 0.047], [0.001, -0.027, -0.021], [0.009, -0.006, -0.004], [0.042, -0.003, 0.005], [0.005, -0.049, 0.027], [0.006, -0.025, 0.031], [-0.020, 0.032, -0.042], [-0.017, -0.019, 0.037], [0.006, -0.001, -0.017], [-0.003, 0.011, 0.002], [-0.010, -0.002, 0.004], [0.007, 0.000, 0.016], [-0.021, -0.006, -0.007], [0.008, 0.001, -0.005], [0.055, -0.583, -0.425], [0.180, 0.186, 0.079], [0.015, 0.116, 0.089], [-0.032, 0.033, 0.026], [0.042, -0.038, 0.054], [-0.025, -0.010, -0.034], [-0.133, -0.110, -0.042], [0.028, -0.024, -0.044], [-0.010, 0.004, 0.009], [0.002, -0.005, 0.006], [-0.003, -0.005, 0.027], [-0.002, 0.023, -0.008], [-0.037, -0.200, -0.069], [0.211, 0.216, -0.037], [-0.145, -0.046, -0.005], [0.014, -0.043, -0.072], [-0.036, -0.038, 0.038]], "spin_multiplicity": 1, "total_charge": 1, "orbital_gap_ev": 7.3, "de_lowest_kcal_mol": 0.0}